[1]
This record from the OMol25 dataset describes an isolated molecule of C4H8N2O. The level of theory is the ωB97M-V functional and the def2-TZVPD basis.

Geometry as ORCA input:
```
! wB97M-V def2-TZVPD RIJCOSX def2/J DEFGRID3
* xyz 0 1
C -0.27 0.43 0.27
C -0.93 1.31 1.03
C -0.62 -0.99 0.14
C 0.91 0.77 -0.57
N 0.46 -1.54 -0.74
N 0.89 -0.49 -1.55
O 2.06 0.64 0.14
H -0.61 2.30 0.67
H -1.87 1.23 1.40
H -0.64 -1.62 0.96
H -1.57 -1.11 -0.44
H 0.87 1.71 -1.03
H 1.20 -1.82 -0.19
H 0.26 -0.32 -2.30
H 1.81 0.27 1.02
*
```

As for the SMILES: C=C1CNN[C@@H]1O. Its HOMO energy is -9.2 eV. The LUMO energy is 0.79 eV.

Which charges does Löwdin predict for the atoms? In e, they are:
1 C -0.2819
2 C 0.0868
3 C -0.1470
4 C -0.3405
5 N -0.0748
6 N -0.0086
7 O 0.0120
8 H 0.0762
9 H 0.0336
10 H 0.0965
11 H 0.1388
12 H 0.1311
13 H 0.0691
14 H 0.0860
15 H 0.1229



[2]
This record from the OMol25 dataset describes a cluster of 2 separate species, C4H6I2O in total. The level of theory is the ωB97M-V functional and the def2-TZVPD basis.

Geometry as ORCA input:
```
! wB97M-V def2-TZVPD RIJCOSX def2/J DEFGRID3
* xyz 0 1
C 1.64 -1.45 -0.39
C 0.57 -1.31 0.27
C -1.08 1.15 -0.65
C -0.08 1.22 0.50
O -0.45 1.28 1.79
I 2.53 -3.58 -1.02
I -1.08 -2.48 0.49
H 2.29 -0.71 -0.75
H -2.02 1.64 -0.44
H -1.32 0.14 -0.85
H -0.68 1.70 -1.44
H 0.93 1.43 0.39
H -1.25 0.96 2.10
*
```

Its HOMO energy (alpha / beta) is -7.8 / -7.6 eV. The LUMO energy (alpha / beta) is -0.58 / -1.27 eV.

Which charges does Löwdin predict for the atoms? In e, they are:
1 C -0.5992
2 C -0.8311
3 C -0.0498
4 C -0.1084
5 O 0.0655
6 I 0.3842
7 I 0.8061
8 H -0.0093
9 H 0.0836
10 H 0.0085
11 H 0.0664
12 H 0.0949
13 H 0.0886



Number 1: electronic energy -9302.595 eV. Number 2: electronic energy -22489.222 eV.